ORCA calculation (ωB97M-V/def2-TZVPD) on a cluster of 2 separate species, C10H16NO in total in a non-equilibrium geometry.

```
28
C10H16NO ωB97M-V/def2-TZVPD
C -3.320 -0.755 -0.877
C -2.002 -0.333 -1.123
C -3.408 -0.933 0.477
C -1.379 -0.270 0.105
C 0.343 0.965 1.613
C -0.013 0.082 0.457
C 0.597 1.440 0.204
C -0.291 2.514 -0.379
C 2.024 1.490 -0.293
C 1.445 -2.502 0.022
N 2.736 -2.591 -0.185
O -2.248 -0.653 1.072
H -4.095 -0.902 -1.598
H -1.569 -0.088 -2.071
H -4.224 -1.240 1.102
H -0.471 1.396 2.175
H 1.195 0.704 2.223
H -0.447 2.351 -1.444
H 0.181 3.487 -0.253
H -1.260 2.532 0.114
H 2.653 0.773 0.228
H 2.440 2.482 -0.135
H 2.055 1.281 -1.361
H 0.703 -0.784 0.277
H 0.775 -2.553 -0.824
H 1.062 -2.734 1.005
H 3.127 -2.487 -1.113
H 3.390 -2.669 0.583
```

Summary:
Kohn-Sham gap (spin up / spin down)   5.96 / 5.96 eV
Highest occupied orbital energy (spin up / spin down)   -11.430 / -11.430 eV
Energy relative to the best compared isomer or geometry (same formula, charge and spin)   15.17 kcal per mole
E_tot   -520.30058 hartree
2S+1   1
Net charge   +1
Max |F|   0.037 Eh/bohr
Lowest unoccupied orbital energy (spin up / spin down)   -0.20105 / -0.20103 Eh